1.
Molecular formula: C41H37Br2GeN4O2SV
Method: DFT, ωB97M-V/def2-TZVPD

```
! wB97M-V def2-TZVPD RIJCOSX def2/J DEFGRID3
* xyz 2 1
V 11.781 15.199 10.213
O 12.104 16.421 11.874
C 13.434 16.261 12.382
C 14.457 16.189 11.286
C 15.776 16.536 11.400
C 16.673 16.484 10.335
C 16.083 16.215 9.048
C 14.726 15.926 9.003
N 13.948 15.705 10.121
H 11.930 17.427 11.850
H 13.415 15.319 12.975
H 13.634 17.043 13.059
H 16.077 16.924 12.341
H 17.718 16.739 10.508
H 16.658 16.131 8.149
H 14.287 15.703 8.008
C 8.931 15.771 12.472
C 8.659 15.825 10.996
C 7.304 15.629 10.580
C 6.982 15.775 9.281
C 8.022 16.082 8.392
C 7.724 16.272 7.019
Br 6.065 16.050 6.237
C 8.817 16.590 6.174
C 10.158 16.530 6.604
Br 11.557 16.417 5.479
C 10.434 16.281 7.932
O 11.664 16.140 8.423
C 9.355 16.079 8.805
N 9.695 15.918 10.135
H 8.074 16.034 13.051
H 9.722 16.478 12.787
H 9.209 14.742 12.752
H 6.548 15.433 11.318
H 5.964 15.630 8.930
H 8.693 16.713 5.095
C 10.641 22.209 8.551
C 10.770 22.087 10.039
C 10.242 23.065 10.826
C 10.576 23.027 12.164
N 11.205 21.997 12.698
C 11.300 20.849 11.999
S 11.520 19.372 12.869
N 11.218 20.904 10.628
C 10.229 24.134 13.128
H 9.930 23.076 8.505
H 10.263 21.288 8.171
H 11.565 22.355 8.005
H 9.706 23.974 10.355
H 11.514 20.099 10.059
H 9.250 24.651 12.997
H 11.036 24.971 12.901
H 10.317 23.699 14.129
C 11.502 13.442 9.942
Ge 11.747 11.595 10.810
C 10.270 10.407 10.262
C 9.262 10.858 9.392
C 8.527 9.912 8.668
C 8.719 8.561 8.903
C 9.645 8.138 9.845
C 10.408 9.070 10.557
C 13.422 10.873 9.905
C 13.521 9.531 9.412
C 14.756 9.036 9.090
C 15.924 9.748 9.381
C 15.799 11.076 9.757
C 14.545 11.660 10.055
C 11.844 11.611 12.744
C 12.408 10.555 13.534
C 12.176 10.507 14.923
C 11.448 11.513 15.590
C 10.892 12.481 14.807
C 11.115 12.578 13.477
H 10.991 13.072 9.014
H 9.151 11.938 9.302
H 7.786 10.274 8.031
H 8.024 7.808 8.495
H 9.626 7.012 10.108
H 11.175 8.782 11.239
H 12.595 8.946 9.268
H 14.842 8.064 8.605
H 16.839 9.208 9.334
H 16.682 11.644 9.806
H 14.480 12.669 10.362
H 12.909 9.752 12.987
H 12.787 9.775 15.459
H 11.404 11.524 16.650
H 10.255 13.282 15.198
H 10.695 13.468 12.953
*
```

Results
LUMO (spin up / spin down) (eV): -7.5999 / -7.6187
Total energy (Eh): -10520.5690
Gap between HOMO and LUMO (spin up / spin down) (eV): 5.310 / 5.292

---

2.
Molecular formula: C41H37BrF4LaN7O2
Method: DFT, ωB97M-V/def2-TZVPD

```
! wB97M-V def2-TZVPD RIJCOSX def2/J DEFGRID3
* xyz 0 1
La 0.318 -0.253 -0.065
C -1.446 -3.087 3.544
C -2.802 -3.086 3.274
C -3.342 -2.013 2.588
C -2.499 -0.986 2.175
N -1.179 -1.016 2.366
C -0.678 -2.043 3.054
C -3.078 0.214 1.501
C -4.336 0.636 1.915
C -4.921 1.727 1.307
C -4.228 2.350 0.293
C -2.968 1.879 -0.057
N -2.377 0.843 0.547
C -2.254 2.576 -1.163
C -2.987 3.107 -2.218
C -2.332 3.833 -3.196
C -0.969 4.021 -3.070
C -0.317 3.421 -2.006
N -0.928 2.688 -1.074
H -0.972 -3.892 4.086
H -3.433 -3.905 3.591
H -4.392 -1.987 2.338
H 0.392 -2.044 3.204
H -4.830 0.125 2.727
H -5.892 2.085 1.621
H -4.636 3.217 -0.205
H -4.051 2.930 -2.282
H -2.879 4.247 -4.032
H -0.405 4.592 -3.793
H 0.750 3.541 -1.900
C 4.051 1.244 -2.556
C 3.052 2.067 -1.761
N 2.895 1.655 -0.361
C 4.174 1.355 0.297
C 5.123 2.540 0.447
C 2.105 2.635 0.381
C 1.914 2.268 1.849
N 1.592 0.859 1.924
C 2.151 0.163 2.929
C 2.481 -1.187 2.707
F 2.149 -1.692 1.474
C 3.093 -1.998 3.631
F 3.369 -3.272 3.291
C 3.434 -1.520 4.887
C 3.118 -0.197 5.142
F 3.397 0.327 6.354
C 2.501 0.621 4.215
F 2.162 1.880 4.585
H 3.930 1.444 -3.621
H 3.892 0.180 -2.402
H 5.081 1.486 -2.297
H 2.076 1.977 -2.238
H 3.337 3.134 -1.824
H 4.660 0.558 -0.263
H 3.953 0.932 1.275
H 5.361 3.007 -0.510
H 6.063 2.206 0.888
H 4.717 3.312 1.101
H 1.128 2.699 -0.089
H 2.533 3.652 0.314
H 1.140 2.932 2.260
H 2.829 2.502 2.405
H 3.921 -2.140 5.620
O 0.081 -2.882 0.199
C -1.099 -3.014 -0.152
N -1.852 -1.966 -0.543
C -3.137 -2.416 -0.769
O -4.101 -1.737 -1.070
C -3.170 -3.907 -0.523
C -4.202 -4.817 -0.584
C -3.905 -6.137 -0.244
C -2.620 -6.509 0.145
C -1.586 -5.576 0.208
C -1.898 -4.279 -0.137
H -5.197 -4.515 -0.882
H -4.684 -6.887 -0.283
H -2.425 -7.542 0.402
H -0.586 -5.852 0.513
C 1.522 -1.122 -2.118
H 2.389 -1.720 -1.805
H 1.872 -0.397 -2.857
H 0.849 -1.810 -2.648
Br 0.917 1.483 -4.821
C -0.838 0.830 -4.473
C -1.688 0.727 -5.568
C -2.953 0.216 -5.353
C -3.311 -0.163 -4.067
C -2.380 -0.006 -3.058
N -1.148 0.481 -3.246
H -1.349 1.026 -6.549
H -3.642 0.107 -6.180
H -4.279 -0.580 -3.833
H -2.638 -0.291 -2.049
*
```

Results
LUMO (eV): -0.2814
Total energy (Eh): -5123.5184
Gap between HOMO and LUMO (eV): 6.553
Energy relative to the best compared isomer or geometry (same formula, charge and spin) (kJ/mol): 0.0

---

3.
Molecular formula: C41H37CrN5O6S4
Method: DFT, ωB97M-V/def2-TZVPD

```
! wB97M-V def2-TZVPD RIJCOSX def2/J DEFGRID3
* xyz 1 2
Cr 1.257 -0.838 1.351
C -1.718 2.642 3.003
C -2.300 1.271 2.831
C -3.656 1.097 2.547
C -4.130 -0.174 2.287
C -3.257 -1.247 2.389
C -1.941 -0.991 2.753
N -1.469 0.236 2.933
C -1.039 -2.154 3.044
C -1.541 -3.113 3.914
C -0.800 -4.241 4.197
C 0.437 -4.377 3.600
C 0.908 -3.371 2.769
N 0.182 -2.274 2.500
C 2.281 -3.450 2.191
C 3.002 -4.632 2.253
C 4.316 -4.648 1.834
C 4.867 -3.474 1.373
C 4.089 -2.329 1.275
C 4.758 -1.068 0.805
N 2.791 -2.319 1.656
H -2.359 3.260 3.634
H -1.635 3.139 2.032
H -0.729 2.582 3.447
H -4.316 1.955 2.535
H -5.167 -0.337 2.022
H -3.586 -2.255 2.168
H -2.494 -2.942 4.391
H -1.168 -4.990 4.884
H 1.040 -5.242 3.812
H 2.546 -5.540 2.610
H 4.901 -5.557 1.893
H 5.907 -3.416 1.087
H 5.738 -1.328 0.391
H 4.921 0.664 1.686
H 4.172 -0.613 0.012
O 3.377 1.242 3.897
S 1.956 1.267 3.770
O 1.145 1.347 4.950
O 1.471 0.096 2.940
C 1.549 2.701 2.779
C 0.989 3.754 3.497
C 0.635 4.942 2.875
C 0.827 5.088 1.513
C 1.394 4.049 0.791
C 1.782 2.859 1.403
S 2.652 1.874 0.123
O 4.085 2.104 0.376
O 4.863 -0.268 1.949
O 2.353 0.370 0.408
H 0.822 3.614 4.557
H 0.205 5.748 3.456
H 0.550 6.008 1.013
H 1.565 4.167 -0.276
S 0.650 -2.126 -0.549
C -0.099 -1.053 -1.607
N -0.276 -1.337 -2.876
C -0.597 -0.277 -3.844
C -1.591 0.683 -3.273
N -1.145 1.135 -1.954
C -1.484 2.523 -1.616
C -0.723 3.495 -2.486
C 0.643 3.343 -2.704
C 1.338 4.272 -3.464
C 0.670 5.361 -4.013
C -0.693 5.513 -3.802
C -1.387 4.581 -3.043
C -0.580 0.304 -1.098
S -0.514 0.631 0.521
C -0.202 -2.709 -3.428
C -1.590 -3.163 -3.805
C -1.964 -3.294 -5.136
C -3.261 -3.669 -5.466
C -4.189 -3.907 -4.464
C -3.820 -3.779 -3.129
C -2.526 -3.409 -2.801
H -0.999 -0.744 -4.739
H 0.327 0.244 -4.104
H -2.581 0.224 -3.185
H -1.664 1.554 -3.922
H -1.275 2.685 -0.561
H -2.558 2.658 -1.767
H 1.177 2.506 -2.260
H 2.403 4.153 -3.617
H 1.212 6.089 -4.602
H -1.218 6.357 -4.231
H -2.453 4.704 -2.881
H 0.239 -3.351 -2.675
H 0.457 -2.697 -4.296
H -1.235 -3.120 -5.922
H -3.544 -3.774 -6.506
H -5.198 -4.203 -4.720
H -4.541 -3.974 -2.346
H -2.235 -3.315 -1.758
*
```

Results
LUMO (spin up / spin down) (eV): -4.1614 / -4.1369
Total energy (Eh): -4946.8582
Gap between HOMO and LUMO (spin up / spin down) (eV): 6.583 / 6.625

---

4.
Molecular formula: C41H37GaN4O5PS
Method: DFT, ωB97M-V/def2-TZVPD

```
! wB97M-V def2-TZVPD RIJCOSX def2/J DEFGRID3
* xyz 1 1
Ga -0.052 0.173 -0.389
N 0.258 0.020 1.882
C -0.571 -0.937 2.589
C -0.548 -0.993 3.978
C -1.361 -1.888 4.651
C -2.217 -2.731 3.947
C -2.245 -2.674 2.566
C -1.419 -1.783 1.878
P -1.447 -1.691 0.077
C -3.174 -1.731 -0.415
C -3.902 -0.546 -0.317
C -5.259 -0.542 -0.590
C -5.889 -1.719 -0.975
C -5.165 -2.899 -1.080
C -3.806 -2.910 -0.799
C -0.661 -3.192 -0.563
C -0.017 -4.098 0.277
C 0.623 -5.209 -0.262
C 0.622 -5.414 -1.635
C -0.011 -4.504 -2.475
C -0.649 -3.395 -1.943
H 0.057 0.970 2.229
H 1.239 -0.157 2.076
H 0.100 -0.320 4.526
H -1.341 -1.920 5.732
H -2.861 -3.419 4.475
H -2.923 -3.313 2.013
H -3.413 0.373 -0.031
H -5.820 0.380 -0.512
H -6.947 -1.715 -1.198
H -5.657 -3.814 -1.381
H -3.246 -3.835 -0.885
H -0.018 -3.950 1.349
H 1.115 -5.915 0.393
H 1.114 -6.283 -2.053
H -0.006 -4.657 -3.546
H -1.126 -2.681 -2.605
O 1.139 1.239 -1.609
N 1.026 0.495 -2.628
O 0.278 -0.464 -2.388
C 7.815 1.328 0.519
C 6.554 0.514 0.402
C 5.471 0.975 -0.345
C 4.304 0.235 -0.451
C 4.230 -0.980 0.215
C 5.285 -1.461 0.981
C 6.447 -0.711 1.058
S 2.769 -1.954 0.100
C 3.021 -2.756 -1.463
O 1.667 -0.963 -0.200
H 7.793 2.193 -0.141
H 8.690 0.728 0.267
H 7.949 1.687 1.540
H 5.540 1.930 -0.851
H 3.460 0.602 -1.022
H 5.197 -2.399 1.517
H 7.278 -1.074 1.652
H 3.202 -1.983 -2.209
H 2.116 -3.320 -1.684
H 3.879 -3.423 -1.365
O -1.933 1.346 -1.813
C -1.864 2.097 -0.850
N -2.554 3.217 -0.567
C -2.167 3.797 0.717
C -1.158 2.714 1.197
O -0.613 2.701 2.280
N -1.002 1.798 0.199
C -3.376 3.866 1.647
C -3.909 2.683 2.156
C -5.046 2.698 2.944
C -5.671 3.907 3.232
C -5.148 5.087 2.730
C -4.000 5.068 1.943
C -1.423 5.121 0.570
C -0.871 5.716 1.704
C -0.195 6.920 1.599
C -0.065 7.546 0.364
C -0.609 6.955 -0.764
C -1.284 5.743 -0.662
H -3.262 3.594 -1.174
H -3.423 1.735 1.947
H -5.441 1.771 3.339
H -6.559 3.926 3.849
H -5.628 6.031 2.950
H -3.598 5.997 1.558
H -0.975 5.233 2.667
H 0.230 7.374 2.484
H 0.456 8.491 0.285
H -0.509 7.432 -1.730
H -1.687 5.289 -1.556
*
```

Results
LUMO (eV): -2.1225
Total energy (Eh): -4844.0084
Gap between HOMO and LUMO (eV): 8.894
Energy relative to the best compared isomer or geometry (same formula, charge and spin) (kJ/mol): 20.6

---

5.
Molecular formula: C41H37NPRbS2
Method: DFT, ωB97M-V/def2-TZVPD

```
! wB97M-V def2-TZVPD RIJCOSX def2/J DEFGRID3
* xyz -2 1
Rb 0.633 -0.501 -1.122
C -2.582 6.302 -1.008
C -3.182 5.272 -0.020
C -3.641 4.051 -0.868
C -2.021 4.959 0.968
C -1.377 6.041 1.675
C -0.245 5.807 2.383
C 0.245 4.437 2.588
C 1.653 4.271 3.093
C -0.616 3.354 2.249
C -1.585 3.631 1.297
H -3.233 6.317 -1.921
H -1.493 6.186 -1.231
H -2.540 7.288 -0.518
H -3.950 5.772 0.573
H -2.669 3.612 -1.233
H -4.246 4.366 -1.756
H -4.208 3.306 -0.275
H -1.842 7.040 1.724
H 0.326 6.542 2.839
H 1.645 4.316 4.193
H 2.245 5.094 2.681
H 1.931 3.258 2.786
H -0.327 2.364 2.539
H -2.142 2.859 0.773
S -0.195 -0.337 -4.867
C 0.440 1.121 -4.450
N 1.143 1.477 -3.295
C 1.389 2.805 -3.397
C 1.963 3.623 -2.375
C 2.228 4.924 -2.737
C 1.702 5.578 -3.824
C 0.940 4.850 -4.746
C 0.896 3.495 -4.590
S 0.055 2.367 -5.625
H 2.349 3.083 -1.584
H 2.732 5.664 -2.163
H 1.675 6.642 -3.988
H 0.580 5.334 -5.655
C -3.218 -5.064 5.301
C -1.847 -4.918 5.332
C -1.198 -4.171 4.371
C -1.985 -3.815 3.215
C -3.366 -4.079 3.173
C -4.024 -4.461 4.342
P -1.248 -2.793 1.976
C 0.520 -3.125 2.054
C 1.445 -2.020 2.190
C 2.808 -2.198 2.104
C 3.334 -3.480 1.796
C 2.457 -4.519 1.646
C 1.084 -4.392 1.929
C -1.524 -3.631 0.362
C -2.065 -4.923 0.099
C -2.355 -5.242 -1.201
C -1.990 -4.406 -2.283
C -1.444 -3.122 -2.001
C -1.281 -2.803 -0.662
H -3.701 -5.749 6.008
H -1.255 -5.585 6.034
H -0.145 -3.754 4.379
H -3.784 -3.892 2.206
H -5.091 -4.341 4.457
H 1.109 -0.988 2.303
H 3.437 -1.332 2.292
H 4.389 -3.664 1.543
H 2.846 -5.497 1.501
H 0.436 -5.235 2.003
H -2.237 -5.632 0.894
H -2.957 -6.104 -1.404
H -2.200 -4.720 -3.297
H -1.156 -2.484 -2.791
C 4.669 -3.726 -3.122
C 3.349 -4.143 -3.300
C 2.293 -3.447 -2.703
C 2.613 -2.392 -1.913
C 3.854 -1.868 -1.795
C 4.871 -2.612 -2.399
H 5.522 -4.221 -3.662
H 3.103 -5.074 -3.757
H 1.280 -3.666 -3.001
H 4.066 -0.959 -1.262
H 5.909 -2.321 -2.066
*
```

Results
LUMO (eV): 3.7080
Total energy (Eh): -2800.9078
Gap between HOMO and LUMO (eV): 3.643
Energy relative to the best compared isomer or geometry (same formula, charge and spin) (kJ/mol): 288.7